(1)
A structure of composition C11H25CaO13V2, computed with the ωB97M-V functional and the def2-TZVPD basis.

Properties
Charge ... +2
Electronic energy ... -3977.1829 a.u.
HOMO (alpha / beta) ... -14.4 / -14.4 eV
Multiplicity ... 2
Max |F| ... 7.3 eV/A
Orbital gap (alpha / beta) ... 4.26 / 4.20 eV

Geometry as XYZ:
```
52
Properties=species:S:1:pos:R:3:lowdin_spin:R:1
O 0.87430 1.19763 5.60121 0.01
V -0.48047 1.91397 4.99224 -0.02
O -0.02195 3.29428 4.26169 0.01
O -3.28704 3.67166 2.23007 0.00
V -3.87402 2.25935 2.79792 0.00
O -4.68588 1.56532 1.63267 0.00
Ca 0.70183 -2.36629 0.83749 0.01
C -0.95186 -3.68737 -1.10341 0.01
O -1.78631 -4.07728 -1.92676 0.62
O -1.36649 -2.98386 -0.10116 0.22
O 0.22158 -4.01924 -0.98463 0.14
O -0.78101 -0.53116 1.18533 0.00
C -1.00128 0.37522 2.07258 0.00
O -2.20755 0.77437 2.07387 0.00
O -0.13056 0.73532 2.89120 0.00
H -1.72298 -0.51470 1.00090 0.00
C -2.36558 1.38492 -1.45594 0.00
C -3.48104 0.34790 -1.51011 0.00
C -4.57916 0.73408 -2.59271 0.00
O -3.06684 -0.95348 -1.88818 0.00
H -1.79419 1.35000 -2.38351 0.00
H -1.69389 1.36944 -0.59763 0.00
H -2.82701 2.37226 -1.43735 0.00
H -3.93533 0.29485 -0.52072 0.00
H -5.29959 -0.05600 -2.80449 0.00
H -4.15606 0.97545 -3.56782 0.00
H -5.15731 1.61394 -2.31043 0.00
H -2.77142 -0.91648 -2.80084 0.00
C 1.29873 -1.01468 -3.29619 0.00
C 1.79575 -0.47224 -1.95208 0.00
C 0.89977 0.71536 -1.29790 0.00
O 1.74120 -1.58276 -1.02132 0.00
H 1.90057 -1.76949 -3.80231 0.00
H 1.33979 -0.23135 -4.05303 0.00
H 0.24426 -1.28858 -3.33041 0.00
H 2.80016 -0.04959 -1.97701 0.00
H 1.29671 0.94715 -0.30956 0.00
H -0.11883 0.35960 -1.14298 0.00
H 0.88082 1.65354 -1.85248 0.00
H 2.15248 -2.30973 -1.49456 0.00
C 4.47410 -0.75212 0.82226 0.00
C 3.69914 -0.49804 2.09972 0.00
C 3.78876 0.92417 2.55767 0.00
O 2.31507 -0.70875 1.76419 0.00
H 4.50490 -1.81627 0.58832 0.00
H 5.52092 -0.46291 0.91512 0.00
H 3.97116 -0.35641 -0.06010 0.00
H 3.78307 -1.21585 2.91570 0.00
H 3.86126 1.64566 1.74385 0.00
H 4.73043 1.08725 3.08185 0.00
H 2.90499 1.23023 3.11747 0.00
H 1.84207 -0.15819 2.39249 0.00
```


(2)
A structure of composition C23H16AsCl3F6N9O3PdSe, computed with the ωB97M-V functional and the def2-TZVPD basis.

Properties
Charge ... 0
Electronic energy ... -8349.5638 a.u.
HOMO (alpha / beta) ... -9.2 / -9.2 eV
Multiplicity ... 2
Max |F| ... 1.0 eV/A
Orbital gap (alpha / beta) ... 6.68 / 6.14 eV

Geometry as XYZ:
```
63
Properties=species:S:1:pos:R:3:lowdin_spin:R:1
Pd -0.02999 0.47494 0.69424 0.41
C 4.51841 3.22415 1.49725 0.00
N 3.68567 2.05702 1.17822 0.00
C 2.53009 2.04541 0.54161 0.00
N 2.03686 0.80574 0.54335 -0.01
C 2.96743 0.09066 1.25203 0.00
N 3.97212 0.81635 1.65970 0.00
C 3.68485 4.36468 2.04193 0.00
C 3.88026 5.66844 1.59956 0.00
C 3.02360 6.68266 2.01015 0.00
C 1.93052 6.39784 2.81554 0.00
C 1.74041 5.09835 3.26567 0.00
C 2.64302 4.10060 2.91368 0.00
C 0.53045 4.62222 3.93421 0.00
N 0.41314 3.50659 4.55616 0.01
N -0.94309 3.29464 4.72146 0.00
C -1.53179 4.30035 4.17720 0.00
O -0.65982 5.23083 3.71510 0.00
C -2.94200 4.33278 3.78492 0.00
C -3.73416 5.46658 3.67488 0.00
C -5.01888 5.34262 3.16475 0.00
C -5.48951 4.11513 2.71303 0.00
C -4.68650 2.98417 2.79657 0.00
C -5.10140 1.66066 2.18313 0.00
N -4.03800 1.14743 1.31659 0.00
C -2.95594 0.45935 1.64241 0.00
N -2.08957 0.51378 0.63349 -0.01
C -2.72070 1.28019 -0.30519 0.00
N -3.89843 1.68168 0.07315 0.00
C -3.43151 3.10105 3.36610 0.00
H 5.03403 3.53970 0.59018 0.00
H 5.26050 2.87115 2.21203 0.00
H 2.08797 2.90164 0.06194 0.00
H 2.88506 -0.96983 1.42390 0.00
H 4.67970 5.88920 0.90273 0.00
H 3.17991 7.69163 1.65396 0.00
H 1.22012 7.17158 3.07324 0.00
H 2.46378 3.09493 3.27308 0.00
H -3.35455 6.43294 3.97908 0.00
H -5.64942 6.21770 3.08463 0.00
H -6.47067 4.05145 2.25851 0.00
H -5.97480 1.79217 1.54861 0.00
H -5.31682 0.91093 2.94470 0.00
H -2.82650 -0.07236 2.57169 0.00
H -2.29294 1.51737 -1.26222 0.00
H -2.76966 2.24851 3.44319 0.00
Se 0.54971 0.68646 3.14911 0.33
C -0.89654 -0.07930 3.95516 0.04
N -1.81460 -0.57403 4.45265 0.07
Cl -1.90438 4.48510 -1.59073 0.00
C -0.54906 4.63042 -0.45708 0.01
Cl 0.97265 4.84508 -1.35773 0.00
Cl -0.80482 6.02707 0.57687 0.00
C -0.46973 3.30690 0.37831 0.01
O -0.17528 2.29456 -0.35477 0.10
O -0.69048 3.33869 1.56651 0.00
F 0.43034 -0.95810 -1.12119 0.00
As 0.14070 -2.56521 -0.40576 0.00
F 0.05444 -1.72715 1.21595 0.05
F -1.54828 -2.23919 -0.55257 0.00
F -0.15207 -4.05267 0.38034 0.00
F 0.23493 -3.27185 -1.95733 0.00
F 1.84438 -2.67001 -0.14069 0.00
```


(3)
An isolated molecule of C3H7N5, computed with the ωB97M-V functional and the def2-TZVPD basis.

Properties
ΔE to the lowest compared entry with this formula, charge and spin ... 2.8550 eV
Charge ... 0
Electronic energy ... -392.1941 a.u.
HOMO ... -9.1 eV
Max |F| ... 7.0 eV/A
SMILES ... [H]/N=C\NC(=N/[H])/C(N)=N\[H]
Orbital gap ... 9.18 eV

Geometry as XYZ:
```
15
Properties=species:S:1:pos:R:3:nbo_charge:R:1
H 1.40964 1.21916 1.10367 0.34
N 1.11412 0.85459 2.11143 -0.60
C 0.56427 -0.28516 2.04195 0.26
N 0.24729 -1.16097 0.83264 -0.62
C 0.00405 -0.80344 -0.39795 0.33
N -0.73911 -1.85499 -1.02683 -0.67
H -0.95588 -1.38742 -1.86361 0.33
C -0.26106 0.62842 -0.82849 0.34
N 0.19083 0.94316 -2.09507 -0.81
N -1.07635 1.53084 -0.33611 -0.65
H -1.47074 1.09696 0.42808 0.33
H 0.14898 -0.68166 3.02575 0.19
H 0.09631 -2.16200 0.86190 0.43
H 1.08346 0.67826 -2.29595 0.38
H -0.31267 1.80942 -2.55536 0.42
```


(4)
An isolated molecule of C8H8N4S, computed with the ωB97M-V functional and the def2-TZVPD basis.

Properties
ΔE to the lowest compared entry with this formula, charge and spin ... 3.7873 eV
Charge ... 0
Electronic energy ... -926.7198 a.u.
HOMO ... -8.9 eV
Max |F| ... 7.4 eV/A
SMILES ... Cc1ccc(Nc2nnns2)cc1
Orbital gap ... 9.33 eV

Geometry as XYZ:
```
21
Properties=species:S:1:pos:R:3:nbo_charge:R:1
C 3.67947 -0.79648 -0.11496 -0.61
C 2.16955 -0.34358 -0.37909 -0.01
C 1.23078 -1.19829 0.42657 -0.20
C -0.05313 -0.79986 0.67543 -0.23
C -0.46181 0.52815 0.29782 0.12
N -1.76436 0.96571 0.83752 -0.58
C -2.80538 0.29638 0.25417 0.12
N -4.04050 0.93356 0.29059 -0.35
N -5.07521 0.19775 -0.30347 0.01
N -4.75704 -1.03236 -0.63698 -0.38
S -3.12099 -1.24106 -0.34508 0.58
C 0.39068 1.38736 -0.41159 -0.23
C 1.65279 0.84480 -0.94426 -0.22
H 3.78236 -1.81708 -0.03841 0.21
H 4.45890 -0.20316 -0.91304 0.22
H 3.90256 -0.20909 0.99125 0.23
H 1.56194 -2.10172 0.86111 0.21
H -0.89228 -1.27872 1.11918 0.22
H -2.05459 1.92833 0.75078 0.42
H -0.06190 2.41975 -0.83031 0.23
H 2.25815 1.51960 -1.58722 0.23
```


(5)
A cluster of 3 separate species, C27H56B3BrN2O5S in total, computed with the ωB97M-V functional and the def2-TZVPD basis.

Properties
Charge ... 0
Electronic energy ... -4595.0814 a.u.
HOMO (alpha / beta) ... -8.2 / -9.2 eV
Multiplicity ... 3
Max |F| ... 1.4 eV/A
Orbital gap (alpha / beta) ... 8.70 / 9.59 eV

Geometry as XYZ:
```
95
Properties=species:S:1:pos:R:3:lowdin_spin:R:1
C 8.60695 0.56853 0.87765 0.00
C 8.75680 0.89153 -0.60589 0.00
C 10.18004 1.30608 -0.98052 0.00
C 10.45908 2.78002 -0.67859 0.00
C 9.92312 3.71561 -1.76901 0.00
C 9.47738 5.09532 -1.25527 0.00
C 7.94965 5.24441 -1.12404 0.00
C 7.42541 4.99832 0.31003 0.00
C 6.30972 3.95557 0.46476 0.00
B 5.03775 4.10605 -0.42036 0.00
O 3.78725 3.73147 0.08105 0.00
B 3.15282 2.83350 -0.73332 0.00
S 1.72333 1.95213 -0.08164 0.00
O 3.62653 2.59181 -2.02236 0.00
B 4.45974 3.54069 -2.54598 0.00
Br 4.83800 3.49143 -4.43482 0.00
O 5.03217 4.49334 -1.75952 0.00
H 7.55497 0.54862 1.16162 0.00
H 9.01467 -0.41430 1.09750 0.00
H 9.09379 1.31953 1.49754 0.00
H 8.06467 1.68034 -0.90507 0.00
H 8.48965 0.00292 -1.17827 0.00
H 10.90351 0.68393 -0.45178 0.00
H 10.33802 1.12834 -2.04541 0.00
H 11.53819 2.91098 -0.59430 0.00
H 10.04136 3.04746 0.29395 0.00
H 9.10856 3.22239 -2.30028 0.00
H 10.71659 3.86374 -2.50079 0.00
H 9.95237 5.28004 -0.29257 0.00
H 9.82897 5.85002 -1.95601 0.00
H 7.66837 6.25174 -1.42087 0.00
H 7.49699 4.54204 -1.81870 0.00
H 8.26917 4.65321 0.90936 0.00
H 7.11824 5.93863 0.76364 0.00
H 5.95261 3.97308 1.49638 0.00
H 6.70819 2.94721 0.31807 0.00
H 1.19745 1.36086 -1.15993 0.00
C -4.54530 -0.63821 -3.34663 0.00
C -3.09861 -0.60655 -2.82621 0.03
C -2.97388 -1.42772 -1.54388 0.02
C -3.67053 -0.77783 -0.35169 0.00
C -3.17274 0.65186 -0.13564 0.02
C -3.20445 1.52830 -1.39098 0.03
N -2.62719 0.79195 -2.56188 0.38
O -1.34296 0.84978 -2.57724 0.52
C -4.64163 1.99229 -1.68441 0.00
C -2.39894 2.79973 -1.15740 0.00
C -2.23585 -1.21198 -3.92603 0.00
H -4.74910 -1.62223 -3.76854 0.00
H -5.29509 -0.47379 -2.57885 0.00
H -4.69005 0.10140 -4.13519 0.00
H -1.91357 -1.56004 -1.30650 0.00
H -3.38021 -2.42576 -1.72386 0.00
H -4.75393 -0.78554 -0.48983 0.00
H -3.48124 -1.36802 0.54514 0.00
H -3.77069 1.13887 0.63795 0.00
H -2.14638 0.61496 0.24364 0.00
H -4.68933 2.50555 -2.64562 0.00
H -4.95697 2.69474 -0.91332 0.00
H -5.37257 1.18913 -1.68853 0.00
H -1.37571 2.61246 -0.84123 0.00
H -2.88323 3.38193 -0.37331 0.00
H -2.36182 3.41354 -2.05852 0.00
H -2.28703 -0.61252 -4.83601 0.00
H -2.60547 -2.21213 -4.15177 0.00
H -1.19347 -1.29555 -3.63007 0.00
C -6.04282 -6.34332 3.07963 0.00
C -5.35214 -4.98243 3.26774 0.03
C -5.85752 -4.30000 4.53766 0.02
C -7.30471 -3.82803 4.41919 0.00
C -7.48657 -2.92076 3.20243 0.02
C -6.94229 -3.50004 1.89203 0.03
N -5.57535 -4.07628 2.09621 0.38
O -4.66073 -3.18242 2.01042 0.52
C -7.90537 -4.55398 1.32120 0.00
C -6.85147 -2.38979 0.85400 0.00
C -3.86081 -5.27034 3.38218 0.00
H -5.64360 -7.04782 3.80876 0.00
H -7.11719 -6.32012 3.23380 0.00
H -5.84558 -6.74312 2.08434 0.00
H -5.21894 -3.43875 4.75703 0.00
H -5.74918 -4.99325 5.37455 0.00
H -7.98648 -4.68061 4.36533 0.00
H -7.58187 -3.27742 5.31984 0.00
H -8.54501 -2.69171 3.06177 0.00
H -6.98414 -1.96884 3.40018 0.00
H -7.45841 -5.05338 0.46088 0.00
H -8.81952 -4.06391 0.98683 0.00
H -8.20554 -5.31187 2.03854 0.00
H -6.27605 -1.54174 1.21692 0.00
H -7.85894 -2.04319 0.62306 0.00
H -6.38974 -2.74897 -0.06695 0.00
H -3.48139 -5.72497 2.46628 0.00
H -3.69875 -5.96703 4.20444 0.00
H -3.28395 -4.37112 3.58189 0.00
```


(6)
A cluster of 2 separate species, C6H12NO in total, computed with the ωB97M-V functional and the def2-TZVPD basis.

Properties
ΔE to the lowest compared entry with this formula, charge and spin ... 1.8059 eV
Charge ... -1
Electronic energy ... -365.7124 a.u.
HOMO ... -2.1 eV
Max |F| ... 2.9 eV/A
Orbital gap ... 5.99 eV

Geometry as XYZ:
```
20
Properties=species:S:1:pos:R:3:nbo_charge:R:1
C 0.74040 -0.81699 2.21251 0.39
O 0.32673 -0.59804 3.32481 -0.62
C -0.08702 -0.98341 0.99077 -0.42
C 0.71011 -0.94010 -0.30769 -0.44
C -0.00664 -0.04945 -1.31871 0.21
C -0.24355 -0.56517 -2.57633 -0.78
C -0.90113 2.06359 -1.73872 -0.42
N -0.26931 1.15126 -0.82575 -0.70
H 1.80685 -1.05256 2.03757 0.09
H -0.50196 2.53524 1.48329 0.05
H -1.07654 -0.56009 1.01988 0.26
H 0.02883 -1.94284 1.60896 0.23
H 1.69656 -0.51761 -0.12247 0.20
H 0.83164 -1.92997 -0.74181 0.19
H -0.66652 0.07006 -3.34739 0.18
H 0.00831 -1.59411 -2.81231 0.17
H -1.72548 1.58317 -2.28910 0.15
H -1.25803 2.93634 -1.18874 0.16
H -0.20562 2.43697 -2.51621 0.14
H -0.69331 2.62006 2.20887 -0.06
```